No. 1
A cluster of 31 separate species, C15H94BClO35P in total in a non-equilibrium geometry, computed with wB97M-V/def2-TZVPD.

The geometry in ORCA input format:
```
! wB97M-V def2-TZVPD RIJCOSX def2/J DEFGRID3
* xyz -1 1
C -2.15349 -0.54660 3.75045
C -3.48465 0.00857 3.17335
C -3.66283 -0.41943 1.71036
C -2.87505 0.54783 0.81631
C -2.28973 -0.08404 -0.42095
C -1.50804 0.93555 -1.26167
C -0.00519 0.84307 -0.95433
C 0.76789 1.96888 -1.58992
C 2.28640 1.90443 -1.31768
C 2.65019 2.09015 0.15801
P 4.28633 1.24462 0.72606
C 6.02885 0.67870 1.37409
Cl 6.48012 -1.09170 1.09215
C 6.30089 1.00273 2.84561
C 7.58958 1.85078 3.00489
O 3.40904 0.67454 2.18442
C 2.81726 -0.57903 2.00760
C 2.93756 -1.00588 0.53256
O 3.24715 -2.39066 0.38882
B 2.20680 -2.97755 -0.25755
O 1.22896 -3.64337 0.47005
O 2.10400 -2.92484 -1.64790
O 3.95373 -0.26000 -0.03619
H -1.52662 0.26913 4.09674
H -2.32217 -1.24364 4.56667
H -1.63838 -1.10356 2.97536
H -4.30058 -0.36594 3.78231
H -3.49796 1.08837 3.26371
H -3.31349 -1.44092 1.59019
H -4.72504 -0.32879 1.50480
H -2.10646 1.01232 1.43204
H -3.57125 1.32701 0.50083
H -3.03804 -0.59914 -1.02400
H -1.58792 -0.85650 -0.09483
H -1.82513 1.94275 -1.00008
H -1.62211 0.72744 -2.32138
H 0.09669 0.79879 0.13147
H 0.32003 -0.12947 -1.33057
H 0.34638 2.94678 -1.37041
H 0.65174 1.83219 -2.66520
H 2.61217 0.94269 -1.71943
H 2.73800 2.69216 -1.91726
H 2.80824 3.15762 0.30835
H 1.83357 1.82862 0.82678
H 4.59583 2.43550 1.48135
H 4.88878 1.69963 -0.49574
H 6.75211 1.23002 0.78621
H 5.49693 1.56958 3.29574
H 6.47303 0.06437 3.36108
H 7.90633 1.74762 4.04391
H 7.29599 2.88408 2.86025
H 8.35928 1.56529 2.30267
H 3.12489 -1.35417 2.70473
H 1.73969 -0.36678 2.10516
H 2.04508 -0.74470 -0.05628
H 0.36280 -3.39293 0.11891
H 1.31526 -2.44185 -1.93269
O 9.43922 -2.95454 1.19649
H 8.59534 -2.47775 1.19328
H 9.57275 -3.20546 0.27629
O -6.16707 0.91929 0.00735
H -6.82200 1.51693 0.38748
H -6.53718 0.66446 -0.84461
O -4.02467 0.92889 6.02248
H -3.14445 0.53955 5.98369
H -4.48256 0.42105 6.70627
O -4.03999 3.59603 3.06828
H -4.08928 3.27635 3.97743
H -4.41152 2.87206 2.55092
O -5.74657 3.71560 0.45140
H -5.29898 4.35077 1.02498
H -5.03601 3.15166 0.11696
O -1.00591 3.32898 -3.74217
H -1.87955 3.74406 -3.77320
H -0.80859 3.11142 -4.65859
O 8.28904 3.52377 0.55478
H 8.71837 4.23800 1.04096
H 8.99795 3.13131 0.02945
O 7.24408 -4.86033 2.24010
H 6.79478 -4.03651 2.46631
H 8.17158 -4.59650 2.16886
O 0.60114 -1.84562 -3.73880
H 0.66823 -1.23040 -4.47683
H 1.20517 -2.56276 -3.97440
O -6.04858 -0.98979 7.12885
H -6.72222 -0.41552 7.51240
H -6.42656 -1.24250 6.27880
O -6.12992 4.15002 -2.74786
H -6.19585 3.82757 -1.83911
H -6.52093 3.45552 -3.29094
O 10.03482 4.78216 2.93151
H 9.61066 4.62161 3.78131
H 10.97384 4.83788 3.13318
O 10.73144 2.79224 -1.21492
H 10.81770 3.38452 -1.96882
H 11.31195 2.05113 -1.41526
O -8.57962 0.32649 6.51537
H -9.24503 0.90022 6.90889
H -8.95619 0.06410 5.66868
O -6.99145 4.43169 -5.29281
H -6.43615 5.06775 -4.82555
H -7.36948 4.92976 -6.02653
O 5.50835 4.28484 -0.10783
H 5.36508 5.17496 0.22778
H 6.46959 4.18883 -0.17949
O 3.67420 0.95048 5.03720
H 2.82768 1.40347 5.08951
H 3.77502 0.77685 4.08275
O -1.74948 -3.96734 -3.30261
H -2.15784 -3.12664 -3.06642
H -0.80868 -3.75872 -3.36807
O -0.91354 -3.90649 -6.14076
H -1.27168 -4.05580 -5.25067
H 0.02607 -3.75297 -5.99124
O -3.33352 4.69951 -3.32773
H -3.03852 5.59859 -3.13984
H -4.15536 4.60591 -2.81931
O -2.80730 7.47932 -1.53451
H -3.44404 7.45112 -0.81284
H -1.95806 7.31467 -1.10968
O 1.48822 -5.42159 -6.15390
H 1.96516 -6.20600 -5.86594
H 0.63980 -5.75971 -6.46550
O -2.87330 -4.93477 -8.04953
H -2.46643 -4.17695 -7.60603
H -2.15941 -5.28843 -8.58797
O -7.31705 -3.89749 6.45138
H -6.89446 -3.22702 7.00120
H -6.58855 -4.42241 6.09873
O -7.49090 -5.13242 4.08877
H -8.17577 -4.65827 4.57294
H -7.92967 -5.91732 3.73713
O 9.51183 -6.24016 -0.04902
H 8.81841 -5.71257 0.36536
H 9.63260 -6.98130 0.55246
O -6.78541 4.33130 -8.47980
H -6.51356 3.83076 -9.25522
H -6.36945 3.87242 -7.73894
O -7.94395 -7.98969 2.76146
H -7.14457 -8.10596 2.23664
H -8.60098 -8.54287 2.32723
O 1.34912 -5.36439 -2.97614
H 1.70078 -4.55809 -2.56432
H 2.09861 -5.73959 -3.44633
O -5.42748 -2.82507 -7.53763
H -5.42129 -2.24411 -8.30440
H -4.77542 -3.50445 -7.75113
*
```

Calculated values
Gap between HOMO and LUMO, eV: 5.42
HOMO energy, eV: -4.19

No. 2
A structure of composition C15H9AuI2N6O in a non-equilibrium geometry, computed with wB97M-V/def2-TZVPD.

The geometry in ORCA input format:
```
! wB97M-V def2-TZVPD RIJCOSX def2/J DEFGRID3
* xyz 2 3
Au 0.18950 -0.13714 -0.72395
N -0.70369 0.13926 -4.87718
C 0.05959 0.55971 -3.86652
N -0.18334 -0.20885 -2.82345
C -1.13700 -1.09120 -3.26213
N -1.46940 -0.89304 -4.51227
C -1.68134 -2.11435 -2.37754
C -2.51247 -3.14470 -2.82947
N -2.95163 -4.06167 -1.99050
C -2.59393 -4.00459 -0.72001
C -1.77388 -2.97315 -0.25914
N -1.33845 -2.04224 -1.09366
H -0.76841 0.49977 -5.81616
H 0.76511 1.37173 -3.90827
H -2.80675 -3.20696 -3.87019
H -2.95593 -4.77903 -0.05550
H -1.47970 -2.90110 0.77973
I 5.16398 -0.53466 1.62060
C 3.52832 0.58882 2.18993
C 3.58791 1.43689 3.28810
C 2.48034 2.21426 3.64786
I 2.68912 3.46753 5.28421
C 1.25412 2.12980 2.91573
C 0.09835 2.88022 3.20757
C -1.03976 2.68812 2.46959
C -1.03586 1.74002 1.44225
N 0.04871 1.05008 1.12094
C 1.18026 1.23314 1.82139
C 2.34590 0.45868 1.38036
O 2.30459 -0.25385 0.37457
H 4.49840 1.50083 3.87165
H 0.10811 3.59791 4.01656
H -1.93632 3.25403 2.67911
H -1.93445 1.53571 0.87581
*
```

Calculated values
Gap between HOMO and LUMO (alpha / beta), eV: 7.03 / 2.65
⟨S²⟩: 2.027
HOMO energy (alpha / beta), eV: -13.91 / -13.89

No. 3
A structure of composition C15H9BrN2OPtS4 in a non-equilibrium geometry, computed with wB97M-V/def2-TZVPD.

The geometry in ORCA input format:
```
! wB97M-V def2-TZVPD RIJCOSX def2/J DEFGRID3
* xyz 2 1
Pt 1.01182 -0.38123 0.34543
Br -1.43197 -2.22658 -6.28731
C -1.02636 -1.35244 -4.68848
C -0.09774 -1.90320 -3.81611
C 0.18279 -1.25567 -2.62622
C -0.45629 -0.06359 -2.30469
C -1.36666 0.50008 -3.19799
C -1.65344 -0.14704 -4.38271
N -0.13511 0.56340 -1.05179
C -0.61051 1.69525 -0.67706
C -0.11647 2.27689 0.56581
C -0.53736 3.49973 1.04564
C -0.01341 3.96063 2.24970
C 0.92279 3.19139 2.91398
C 1.31486 1.97597 2.36897
N 0.80177 1.52616 1.22534
H 0.40253 -2.82709 -4.06908
H 0.92205 -1.68340 -1.95935
H -1.86129 1.44021 -2.99949
H -2.36506 0.28111 -5.07439
H -1.32553 2.24554 -1.27531
H -1.26146 4.08039 0.49009
H -0.33730 4.90827 2.65822
H 1.36204 3.52089 3.84485
H 2.06557 1.36273 2.84667
O 0.33927 -4.91399 5.22991
C 0.48455 -4.21148 4.30521
S -0.79076 -3.92286 3.05072
C 0.11267 -2.80165 2.13266
C 1.48393 -2.49162 2.60817
S 2.43299 -1.42860 1.77173
S 2.03277 -3.29679 3.99556
S -0.48569 -2.12140 0.76133
*
```

Calculated values
Gap between HOMO and LUMO, eV: 4.66
HOMO energy, eV: -14.17